[1]
ORCA calculation (ωB97M-V/def2-TZVPD) on C24H29MnN6O4S2 as an isolated structure.

Geometry as XYZ:
```
66
C24H29MnN6O4S2, DFT ωB97M-V/def2-TZVPD
Mn 0.986 0.312 0.909
N -0.861 -0.845 1.697
C -2.132 -0.142 1.704
C -1.881 1.356 1.852
N -0.926 1.835 0.872
C -1.445 2.347 -0.380
C -2.109 1.305 -1.274
N -1.349 0.074 -1.347
H -0.453 -0.996 2.615
H -0.899 -1.735 1.218
H -2.638 -0.353 0.762
H -2.799 -0.464 2.515
H -2.839 1.897 1.801
H -1.447 1.532 2.839
H -0.281 2.499 1.281
H -2.190 3.148 -0.227
H -0.596 2.782 -0.909
H -3.104 1.055 -0.887
H -2.274 1.806 -2.241
H -1.828 -0.630 -1.892
H -0.411 0.205 -1.713
C 4.923 -3.767 -2.320
N 4.207 -3.513 -1.070
N 2.855 -3.207 -1.292
C 2.483 -2.069 -0.568
O 1.319 -1.674 -0.492
C 3.720 -1.573 0.012
C 4.691 -2.437 -0.310
C 6.138 -2.370 0.038
C 1.982 -4.226 -1.711
C 0.768 -3.889 -2.307
C -0.089 -4.897 -2.715
C 0.253 -6.234 -2.554
C 1.467 -6.559 -1.969
C 2.330 -5.563 -1.540
H 4.449 -4.594 -2.846
H 5.945 -4.052 -2.079
H 4.927 -2.881 -2.965
H 3.815 -0.731 0.678
H 6.270 -1.645 0.839
H 6.742 -2.055 -0.815
H 6.504 -3.341 0.376
H 0.510 -2.849 -2.429
H -1.033 -4.631 -3.173
H -0.423 -7.013 -2.880
H 1.745 -7.596 -1.830
H 3.265 -5.809 -1.057
O 3.940 0.009 2.938
S 2.537 -0.061 3.334
O 2.308 -0.413 4.718
O 1.814 -1.021 2.401
S 1.625 1.727 2.879
N 4.773 5.546 -6.943
C 4.342 4.964 -6.049
C 3.801 4.231 -4.934
C 2.460 4.382 -4.583
C 1.942 3.669 -3.521
C 2.743 2.787 -2.780
C 4.091 2.655 -3.144
C 4.615 3.364 -4.205
C 2.204 2.038 -1.694
C 1.753 1.404 -0.750
H 1.832 5.059 -5.148
H 0.902 3.783 -3.246
H 4.716 1.983 -2.572
H 5.657 3.254 -4.476
```

Its total energy is -3508.913942 Eh. Its energy above the lowest of the compared OMol25 structures with the same formula, charge and spin is 0.00 kJ/mol. As for the spin multiplicity: 6. The total charge is -1. The value obtained for the LUMO energy (alpha / beta) is 2.30 / 2.29 eV.

[2]
ORCA calculation (ωB97M-V/def2-TZVPD) on C24H29MnN8O3S3Se as an isolated structure.

Geometry as XYZ:
```
69
C24H29MnN8O3S3Se, DFT ωB97M-V/def2-TZVPD
Mn -0.013 -0.561 1.319
C 0.130 -4.635 3.368
C -0.011 -3.729 2.187
O -0.147 -2.503 2.342
N 0.005 -4.277 0.968
C -0.028 -3.484 -0.260
C 1.257 -2.730 -0.469
C 2.253 -3.273 -1.259
C 3.451 -2.600 -1.421
C 3.623 -1.395 -0.761
C 2.588 -0.907 0.007
N 1.418 -1.546 0.148
H -0.653 -4.402 4.088
H 1.089 -4.429 3.846
H 0.083 -5.688 3.103
H 0.143 -5.272 0.892
H -0.870 -2.797 -0.251
H -0.188 -4.166 -1.091
H 2.077 -4.218 -1.755
H 4.233 -3.009 -2.046
H 4.541 -0.830 -0.841
H 2.686 0.034 0.528
C 0.540 0.498 4.946
C 0.395 0.148 3.518
O 1.361 -0.216 2.771
O -0.742 0.201 2.933
H 1.554 0.304 5.287
H -0.176 -0.082 5.529
H 0.290 1.552 5.080
Se -3.352 2.547 -0.421
N -4.675 1.392 -0.348
C -4.166 0.259 0.097
C -4.903 -0.934 0.339
C -4.218 -1.991 0.838
C -2.819 -1.897 1.072
N -2.082 -0.842 0.832
C -2.751 0.275 0.370
N -2.131 1.410 0.166
H -5.966 -0.963 0.142
H -4.709 -2.925 1.068
H -2.310 -2.759 1.478
S 0.764 1.943 0.474
C 2.228 2.522 1.066
N 2.896 2.075 2.119
C 4.230 2.637 2.345
C 4.204 4.012 1.691
S 3.052 3.836 0.289
H 2.532 1.291 2.651
H 4.981 1.993 1.881
H 4.433 2.702 3.412
H 5.181 4.314 1.325
H 3.815 4.777 2.360
C -0.362 4.314 -3.014
C -0.936 3.005 -3.448
C -1.748 2.819 -4.525
C -2.199 1.511 -4.799
N -1.867 0.472 -4.046
C -1.070 0.655 -2.987
S -0.582 -0.615 -1.979
N -0.621 1.918 -2.707
C -3.089 1.234 -5.963
H -0.642 5.103 -3.705
H 0.726 4.256 -2.971
H -0.722 4.577 -2.017
H -2.027 3.650 -5.155
H -0.024 2.017 -1.890
H -3.239 2.113 -6.585
H -4.056 0.883 -5.599
H -2.665 0.427 -6.560
```

Its total energy is -6342.358758 Eh. Its energy above the lowest of the compared OMol25 structures with the same formula, charge and spin is 39.86 kJ/mol. As for the spin multiplicity: 5. The total charge is +2. The value obtained for the LUMO energy (alpha / beta) is -7.62 / -6.35 eV.

[3]
ORCA calculation (ωB97M-V/def2-TZVPD) on a single C24H29N3O2S molecule.

Geometry as XYZ:
```
59
C24H29N3O2S, DFT ωB97M-V/def2-TZVPD
C -3.086 2.181 2.682
C -4.260 1.276 2.312
N -4.315 1.050 0.890
C -3.632 0.080 0.197
C -2.970 -1.045 0.884
O -3.482 -1.593 1.851
N -1.808 -1.494 0.342
C -1.216 -2.712 0.857
C 0.089 -2.427 1.597
C 1.051 -1.680 0.677
C 0.375 -0.396 0.198
C 1.222 0.488 -0.712
O 1.332 1.681 -0.521
N 1.779 -0.141 -1.767
C 2.465 0.559 -2.827
C 3.864 0.011 -3.107
C 4.904 0.437 -2.065
C 4.701 -0.199 -0.718
C 4.318 0.559 0.381
C 4.182 -0.027 1.627
C 4.423 -1.381 1.791
C 4.794 -2.148 0.698
C 4.933 -1.559 -0.545
C -0.943 -0.737 -0.527
C -3.853 0.237 -1.164
C -4.675 1.360 -1.294
S -5.455 2.319 -2.503
C -6.097 3.359 -1.267
C -5.749 3.009 -0.003
C -4.932 1.857 -0.010
H -3.072 2.352 3.755
H -2.146 1.719 2.390
H -3.170 3.140 2.175
H -4.167 0.308 2.808
H -5.202 1.739 2.616
H -1.947 -3.173 1.523
H -1.025 -3.385 0.012
H 0.531 -3.367 1.928
H -0.124 -1.821 2.479
H 1.975 -1.440 1.203
H 1.304 -2.324 -0.169
H 0.130 0.216 1.072
H 1.676 -1.137 -1.869
H 2.515 1.607 -2.523
H 1.863 0.491 -3.743
H 4.180 0.383 -4.083
H 3.820 -1.079 -3.163
H 4.878 1.523 -1.963
H 5.894 0.156 -2.437
H 4.123 1.614 0.262
H 3.888 0.576 2.473
H 4.325 -1.838 2.765
H 4.984 -3.205 0.819
H 5.242 -2.159 -1.390
H -1.439 0.186 -0.828
H -0.729 -1.331 -1.425
H -3.496 -0.404 -1.946
H -6.708 4.186 -1.571
H -6.062 3.546 0.874
```

Its total energy is -1644.924653 Eh. Its energy above the lowest of the compared OMol25 structures with the same formula, charge and spin is 42.70 kJ/mol. As for the spin multiplicity: 1. The value obtained for the LUMO energy is 0.60 eV. The SMILES is CCn1c(C(=O)N2CCC[C@@H](C(=O)NCCCc3ccccc3)C2)cc2sccc21.

Which of these has the highest energy above the lowest of the compared OMol25 structures with the same formula, charge and spin? C24H29N3O2S